No. 1
56
Properties=species:S:1:pos:R:3:forces:R:3 method="wB97M-V/def2-TZVPD" fmax_ha_per_bohr=0.009 de_lowest_kj_mol=0.0 e_lumo_ha="-0.280 / -0.308" total_charge=+2 spin_multiplicity=2 energy_ev=-54831.0723 homo_lumo_gap_ev="7.1 / 6.3"
Re 0.31973 0.11635 0.32803 -0.43 0.00 -0.20
C -1.74835 4.65399 -2.07595 -0.01 0.01 0.06
C -1.01393 3.54500 -2.47171 0.01 0.00 -0.01
C -0.46233 2.70853 -1.52124 0.01 -0.02 -0.04
C -0.65882 2.98651 -0.16876 -0.01 0.04 -0.05
C -1.40748 4.09836 0.23710 0.03 -0.05 0.04
C -1.94206 4.92828 -0.72279 -0.01 0.01 -0.06
N -0.14492 2.09436 0.80328 0.07 -0.18 0.15
N -0.08543 2.49926 1.99112 -0.03 0.01 -0.01
C 0.21515 1.49207 2.89460 0.00 0.00 -0.03
C 0.26884 1.74753 4.24956 -0.01 0.02 0.00
C 0.48803 0.68026 5.10670 0.01 -0.04 0.00
C 0.65281 -0.59785 4.58362 -0.01 0.04 0.02
C 0.61801 -0.78022 3.21680 0.00 -0.01 0.00
N 0.39510 0.25005 2.38143 0.11 0.16 -0.04
H -2.17873 5.30873 -2.82165 0.00 0.00 0.00
H -0.85966 3.33679 -3.52090 0.00 0.01 0.00
H 0.15171 1.88012 -1.84832 -0.01 0.00 0.04
H -1.58120 4.28605 1.28587 0.02 -0.02 0.02
H -2.52736 5.78578 -0.42185 0.00 0.00 0.00
H 0.12834 2.75942 4.60141 0.00 0.00 0.00
H 0.52928 0.84146 6.17539 0.00 0.00 0.00
H 0.82221 -1.44826 5.22788 0.00 0.00 0.00
H 0.78380 -1.74369 2.75658 0.00 0.00 0.01
C -3.72930 -6.32124 -0.80946 0.00 0.00 0.00
C -3.19202 -4.92882 -0.93277 -0.01 0.00 0.00
C -3.94980 -3.92779 -1.54195 -0.01 -0.01 0.00
C -3.45154 -2.64974 -1.69905 -0.01 0.02 -0.01
C -2.17051 -2.37587 -1.22408 0.02 -0.01 0.01
C -1.38507 -3.35280 -0.60984 -0.01 0.01 -0.01
C -1.90695 -4.62091 -0.47160 0.01 0.01 0.01
S -1.58730 -0.77181 -1.40759 0.06 -0.06 0.14
O -2.25381 -0.05575 -2.42275 0.05 0.05 -0.01
O -0.05375 -0.81017 -1.47053 -0.06 0.10 0.01
O -1.63129 -0.03184 -0.01840 0.12 -0.08 -0.09
H -4.81354 -6.32155 -0.71553 0.00 0.00 0.00
H -3.30038 -6.84044 0.04549 0.00 0.00 0.00
H -3.47608 -6.89231 -1.70562 0.00 0.00 0.00
H -4.94284 -4.15740 -1.90526 0.00 0.00 0.00
H -4.03545 -1.88002 -2.18483 0.00 0.00 0.00
H -0.37716 -3.13469 -0.28016 0.00 0.00 0.00
H -1.30849 -5.39608 -0.01089 0.00 0.00 0.00
C 5.10858 2.45037 -1.62160 0.02 0.01 0.02
N 4.29115 1.38285 -1.02175 0.04 -0.05 -0.05
C 4.81752 0.19414 -0.68428 -0.08 0.06 0.01
C 4.09226 -0.81885 -0.10713 0.04 -0.04 -0.01
C 2.75090 -0.52408 0.07263 -0.05 0.09 0.01
O 1.79703 -1.23622 0.62776 0.01 -0.04 0.01
N 2.20458 0.65365 -0.28362 0.09 -0.05 0.02
C 2.93710 1.70423 -0.80931 0.00 0.02 0.06
O 2.48657 2.78764 -1.06233 0.00 -0.01 0.00
H 6.11495 2.07149 -1.76954 0.00 0.01 -0.01
H 5.12391 3.31125 -0.95807 0.00 0.00 0.00
H 4.67412 2.74666 -2.57234 0.00 -0.01 -0.01
H 5.87374 0.07847 -0.88864 0.01 0.00 0.00
H 4.53016 -1.76129 0.17681 0.01 0.01 0.00

No. 2
55
Properties=species:S:1:pos:R:3:forces:R:3 method="wB97M-V/def2-TZVPD" fmax_ha_per_bohr=0.012 de_lowest_kj_mol=0.0 e_lumo_ha="0.087 / 0.072" total_charge=-1 spin_multiplicity=3 energy_ev=-112110.3285 homo_lumo_gap_ev="5.8 / 7.1"
Au -0.13977 -0.96674 -0.65143 -0.21 0.23 -0.32
C -0.37481 -4.25529 -1.09702 0.00 0.04 0.03
C -0.93777 -3.81065 0.22486 -0.07 -0.20 -0.15
C -1.36683 -4.72978 1.15240 -0.11 0.10 0.14
C -1.87730 -4.25216 2.37520 0.04 0.06 -0.10
C -1.93004 -2.91269 2.63568 -0.06 -0.10 -0.05
C -1.44694 -1.96276 1.67654 -0.19 0.13 0.05
N -1.01744 -2.49170 0.46687 0.59 -0.03 0.19
N -1.30927 -0.67821 1.84033 -0.18 -0.23 -0.08
Si -2.40279 0.55329 2.23182 0.07 0.00 0.08
C -2.51411 0.92306 4.07848 0.02 -0.01 0.02
C -1.84630 2.11631 1.36630 0.00 0.03 0.01
C -4.12600 0.09572 1.63481 -0.01 0.01 0.01
H -1.06835 -4.93572 -1.59164 0.01 -0.02 0.01
H 0.56821 -4.78275 -0.94560 0.01 0.02 -0.01
H -0.19127 -3.41088 -1.75898 -0.01 0.00 0.00
H -1.30820 -5.78662 0.93509 0.00 0.00 0.00
H -2.21957 -4.95576 3.12615 0.00 -0.01 -0.01
H -2.28631 -2.53728 3.58546 0.00 0.04 -0.01
H -1.53384 1.20024 4.47421 0.00 0.00 0.00
H -2.85665 0.04451 4.63216 -0.02 0.01 0.00
H -3.20639 1.74452 4.28397 0.00 0.00 0.01
H -0.83157 2.38432 1.67129 0.00 -0.01 0.00
H -2.50252 2.96371 1.58428 0.00 0.00 -0.01
H -1.83235 1.94741 0.28642 0.00 0.01 0.00
H -4.50125 -0.78854 2.15746 0.00 -0.01 -0.01
H -4.09412 -0.12902 0.56600 0.00 0.00 0.00
H -4.83978 0.90836 1.79513 0.00 0.00 0.00
Se 4.61301 -0.80110 -2.32261 -0.01 0.01 0.00
N 5.24053 -1.25835 -0.69643 0.01 0.00 -0.01
C 4.18026 -1.46014 0.07187 -0.14 0.04 -0.08
C 4.22035 -1.90363 1.40215 -0.10 0.01 -0.02
C 3.00442 -2.11401 2.05104 0.13 0.01 -0.01
C 1.81032 -1.86141 1.41991 -0.18 0.19 0.16
N 1.70236 -1.39847 0.14697 0.41 0.00 0.05
C 2.86568 -1.22963 -0.56719 0.12 -0.27 -0.03
N 2.88118 -0.91611 -1.83237 -0.06 0.02 -0.05
H 5.17350 -2.08736 1.87758 0.00 0.00 0.00
H 2.97154 -2.46543 3.07315 0.00 0.00 0.00
H 0.89005 -1.97969 1.96511 -0.04 0.04 -0.02
O -1.86714 -0.65064 -1.46088 -0.09 0.01 0.04
N 1.90434 7.69940 -5.14393 0.00 0.00 0.00
C 1.69158 6.68492 -4.64504 0.00 0.00 0.01
C 1.42371 5.41803 -4.02294 0.00 0.00 0.00
C 0.31051 5.26795 -3.19666 0.00 0.01 -0.01
C 0.05271 4.04819 -2.60297 -0.01 -0.01 0.02
C 0.89931 2.95528 -2.81917 0.04 0.00 -0.04
C 2.01422 3.11967 -3.64896 0.01 -0.02 0.01
C 2.27596 4.33699 -4.24574 0.00 0.00 0.00
C 0.63568 1.69705 -2.19855 -0.04 -0.04 0.05
C 0.43920 0.63393 -1.66277 0.04 -0.04 0.16
H -0.34566 6.11082 -3.02553 0.00 0.00 0.00
H -0.80649 3.92235 -1.95817 0.00 0.00 0.00
H 2.67176 2.27619 -3.80983 0.00 0.00 0.01
H 3.14044 4.46030 -4.88430 0.00 0.00 0.00

No. 3
62
Properties=species:S:1:pos:R:3:forces:R:3 method="wB97M-V/def2-TZVPD" fmax_ha_per_bohr=0.063 de_lowest_kj_mol=97.9 e_lumo_ha=0.140 total_charge=-2 energy_ev=-374328.8829 homo_lumo_gap_ev=6.4
Zn 1.07889 -0.85598 0.31291 -0.39 -0.40 -0.54
O 5.26536 1.09247 3.88790 0.14 -2.83 -1.37
C 4.26262 1.89851 3.68726 -0.75 2.32 0.95
O 4.31801 3.01579 4.20383 -0.23 -0.38 -0.30
C 3.07665 1.51038 2.91406 -0.73 -0.04 0.33
C 1.86764 2.29243 2.89732 2.00 -2.05 -1.48
N 1.05670 1.74296 2.00373 -1.40 0.29 0.39
N 1.56593 0.59856 1.54789 1.45 0.19 0.88
C 2.79263 0.41884 2.08219 -0.29 0.07 -0.51
C 3.51943 -0.85120 1.68374 0.72 0.23 1.48
O 4.64683 -1.04510 2.21426 -0.51 0.35 -0.28
O 2.89019 -1.66489 0.95223 0.07 0.44 -0.40
H 5.05718 0.23181 3.34025 0.56 0.80 0.54
H 1.69507 3.17056 3.45563 -0.37 0.81 0.16
H -0.28479 1.86468 1.10155 0.50 -0.07 -0.22
Br -5.37309 0.22692 -2.07871 0.72 0.30 0.73
C -3.47784 0.45617 -1.74400 -0.01 0.17 -0.04
C -2.59971 0.12239 -2.75196 -0.19 -0.83 -0.63
Br -3.26814 -0.83364 -4.28645 0.27 0.45 0.00
C -1.23292 0.27881 -2.60738 1.87 0.46 1.15
Br -0.00817 -0.28793 -3.97338 -0.22 0.10 0.42
C -0.58592 0.79024 -1.39395 -1.61 0.23 -0.90
O 0.68394 0.86910 -1.16739 -0.86 -0.64 -0.31
C -1.55963 1.32775 -0.44489 0.94 -1.27 0.05
O -1.18518 1.95286 0.66903 -0.86 0.46 -0.09
C -2.90814 1.02243 -0.58698 -0.77 0.52 -0.52
Br -4.04658 1.62362 0.79569 -0.22 -0.03 0.17
N 0.74762 3.59397 -1.76010 -0.57 -0.13 -0.92
C 1.57596 4.17294 -0.84391 0.47 1.26 2.43
C 1.05809 5.15788 0.07485 -2.12 0.08 -0.87
C 1.67504 5.73761 1.15486 0.58 0.11 1.21
C 2.99146 5.31317 1.41468 0.00 -0.40 0.55
C 3.51299 4.29951 0.60697 -0.04 0.55 -0.78
C 2.89993 3.78413 -0.58075 0.28 -0.08 1.25
H 0.80875 2.57254 -1.74236 0.22 0.12 -0.11
H -0.23226 3.87941 -1.70656 0.62 -0.04 0.18
H -0.02365 5.40718 -0.01816 0.72 -0.30 -0.23
H 1.11836 6.37481 1.94042 0.85 -0.90 -1.71
H 3.54587 5.62002 2.33495 -0.55 -0.30 -0.94
H 4.46922 3.92718 0.93639 0.26 -0.30 -0.28
H 3.42134 2.97330 -1.12798 -0.59 0.60 0.30
C -3.55541 -3.22141 -1.61158 -0.45 -0.73 -1.58
C -2.40478 -3.24094 -0.62506 -0.28 -1.14 -0.04
C -3.08342 -3.49524 0.76348 -0.56 2.83 -0.95
O -1.63167 -2.05640 -0.68559 0.40 0.21 0.94
B -0.28426 -2.34140 -0.28113 -1.38 -0.10 -0.36
O -0.15888 -3.72803 -0.32890 0.70 -0.33 0.02
C -1.30881 -4.34425 -0.93382 -0.79 0.87 0.32
C -1.12916 -4.38717 -2.43786 -0.18 -0.36 -0.88
C -1.59560 -5.65786 -0.21511 2.32 0.27 -0.20
H -4.29513 -2.44102 -1.36281 0.29 -0.42 -0.04
H -4.02373 -4.24481 -1.57913 0.02 0.90 0.20
H -3.29388 -3.11924 -2.70832 -0.05 0.35 1.50
H -3.84378 -2.66094 0.92572 1.12 -0.78 -0.06
H -2.36889 -3.47807 1.55302 0.50 -0.05 0.73
H -3.66809 -4.37866 0.76309 -0.30 -1.07 -0.04
H -0.86146 -3.39171 -2.78017 0.08 0.23 0.00
H -2.08926 -4.60144 -2.94736 0.62 -0.31 0.29
H -0.35929 -5.06076 -2.84068 -0.13 -0.05 0.52
H -1.49543 -5.42593 0.83905 -0.22 -0.32 0.21
H -0.83586 -6.42943 -0.45341 -0.19 0.47 0.01
H -2.52888 -6.07748 -0.45112 -1.46 -0.36 -0.27